An isolated molecule of C5H8S, computed with the ωB97M-V functional and the def2-TZVPD basis.

HOMO-LUMO gap	9.1	eV
max |F|	0.1294	Eh/bohr
energy above the lowest of the compared OMol25 structures with the same formula, charge and spin	335.5	kJ/mol
SMILES	CC1=C[C@@]1(C)S

The geometry in XYZ format:
```
14
Properties=species:S:1:pos:R:3:forces:R:3:mulliken_charge:R:1
C -1.496 1.281 0.723 -0.7 -2.5 2.8 -1.08
C -0.659 0.518 -0.182 1.5 1.6 -2.9 0.45
C -0.534 0.269 -1.465 2.8 -0.7 6.0 -0.75
C 0.737 -0.041 -0.240 -2.4 -1.7 -2.1 0.29
C 0.803 -1.449 0.409 -1.9 1.4 0.2 -1.11
S 2.277 0.782 -0.546 -0.2 1.1 0.7 -0.24
H -1.805 2.226 0.366 0.2 1.2 -0.1 0.33
H -1.031 1.188 1.737 -0.3 1.1 -0.7 0.31
H -2.422 0.705 0.913 0.1 0.2 -0.4 0.30
H -1.034 0.036 -2.307 -1.2 -0.6 -2.9 0.41
H 1.683 -1.980 0.213 1.4 -0.8 -0.3 0.43
H -0.073 -2.023 0.091 0.3 0.0 -0.2 0.30
H 0.643 -1.333 1.493 0.5 0.0 -0.1 0.25
H 2.911 -0.178 -1.205 -0.1 -0.5 -0.2 0.11
```
Positions in Å, forces in eV/Å.